--- one ---
A gas-phase ion, C4H10N2O2 (charge +1), computed with ωB97M-V with the def2-TZVPD basis set.

Each line ends with the Mulliken spin population.
Element x y z (Å)
C1 0.436 0.233 0.007  0.036
N1 -0.605 0.941 0.736  0.735
C2 -0.682 2.398 0.730  -0.016
O1 0.258 2.758 1.717  0.052
C3 -0.183 -0.858 -0.965  0.118
N2 -0.039 -2.203 -0.438  0.054
C4 0.842 -3.057 -1.080  -0.006
O2 1.400 -2.732 -2.087  0.023
H1 0.937 0.986 -0.596  0.009
H2 1.068 -0.246 0.749  0.019
H3 -0.749 0.557 1.679  -0.026
H4 -0.393 2.783 -0.246  -0.001
H5 -1.686 2.676 1.053  0.011
H6 0.071 3.665 1.977  0.004
H7 0.254 -0.782 -1.953  0.007
H8 -1.258 -0.683 -1.018  -0.016
H9 -0.681 -2.421 0.318  -0.003
H10 1.007 -4.016 -0.586  0.000

The net charge is +1. The spin multiplicity is 2. The calculation puts the HOMO-LUMO gap (alpha / beta) at 10.75 / 5.48 eV.

--- two ---
A gas-phase ion, C4H10N2O2 (charge +1), computed with ωB97M-V with the def2-TZVPD basis set.

Each line ends with the Mulliken spin population.
Element x y z (Å)
N1 0.804 -0.789 1.683  0.567
C1 0.785 -0.270 0.347  0.057
C2 -0.058 -1.146 -0.698  0.129
C3 -0.049 -0.544 -2.081  0.026
O1 -1.272 -1.532 -0.171  0.113
C4 0.053 1.099 0.385  -0.031
N2 0.881 2.139 0.101  0.011
O2 -1.119 1.170 0.660  0.054
H1 0.895 -1.799 1.568  0.006
H2 0.040 -0.477 2.282  -0.008
H3 1.834 -0.217 0.036  0.051
H4 0.488 -2.114 -0.747  0.010
H5 -0.295 -1.313 -2.801  0.013
H6 -0.759 0.248 -2.316  0.000
H7 0.986 -0.234 -2.256  -0.001
H8 -1.836 -0.751 -0.068  0.002
H9 1.809 1.925 -0.183  0.003
H10 0.505 3.064 0.267  0.000

The net charge is +1. The spin multiplicity is 2. The calculation puts the HOMO-LUMO gap (alpha / beta) at 12.00 / 6.17 eV.

Last place for stability: one

--- one ---
A molecular structure, C3H5NO4, computed with ωB97M-V with the def2-TZVPD basis set.

Each line ends with the natural charge from an NBO analysis.
Element x y z (Å)
C1 -0.195 0.574 -0.948  -0.127
C2 -1.086 0.141 0.023  0.644
C3 0.963 -0.405 0.657  0.872
N1 1.559 -1.466 0.046  -0.869
O1 -0.229 1.846 -1.476  -0.679
O2 -2.117 0.919 0.386  -0.662
O3 -0.800 -0.894 0.752  -0.650
O4 1.339 0.311 1.521  -0.549
H1 -0.614 2.449 -0.828  0.482
H2 -2.409 0.634 1.265  0.503
H3 0.256 -0.136 -1.621  0.213
H4 2.394 -1.789 0.518  0.408
H5 0.940 -2.183 -0.294  0.413

The calculation puts the HOMO-LUMO gap at 8.22 eV.

--- two ---
2 unconnected molecules or ions with the total composition C3H5NO4, computed with ωB97M-V with the def2-TZVPD basis set.

Each line ends with the natural charge from an NBO analysis.
Element x y z (Å)
C1 1.733 -0.490 -0.613  -0.148
C2 1.282 -0.018 0.712  0.098
C3 -1.312 0.624 0.517  0.257
N1 -1.372 -0.684 0.039  0.412
O1 -1.375 -1.581 0.844  -0.421
O2 -1.255 -0.788 -1.189  -0.502
O3 1.736 0.921 -0.101  -0.424
O4 -1.363 1.690 -0.210  -0.622
H1 2.640 -1.010 -0.820  0.190
H2 1.159 -0.819 -1.464  0.219
H3 1.091 -0.086 1.772  0.229
H4 -1.274 0.878 1.632  0.199
H5 -1.689 1.362 -1.119  0.512

The calculation puts the HOMO-LUMO gap (alpha / beta) at 6.80 / 8.82 eV.

Last place for stability: two

--- one ---
A molecular structure, C3H5NO4, computed with ωB97M-V with the def2-TZVPD basis set.

Each line ends with the natural charge from an NBO analysis.
Element x y z (Å)
C1 0.055 0.821 1.155  0.789
C2 -0.268 -0.326 0.534  -0.600
C3 0.625 -0.544 -0.731  -0.305
H1 -0.620 1.829 2.798  0.479
H2 -0.228 -1.070 1.407  0.289
H3 -1.401 -0.463 0.243  0.310
H4 1.668 0.308 -0.821  0.292
H5 1.062 -1.559 -0.796  0.245
N1 -0.171 -0.576 -2.044  0.519
O1 -0.717 1.071 2.381  -0.764
O2 0.757 1.688 0.898  -0.528
O3 0.407 -1.291 -2.900  -0.380
O4 -1.169 0.113 -2.123  -0.346

The calculation puts the HOMO-LUMO gap at 10.66 eV.

--- two ---
C3H5NO4 in the gas phase, computed with ωB97M-V with the def2-TZVPD basis set.

Each line ends with the natural charge from an NBO analysis.
Element x y z (Å)
C1 -0.357 0.662 -0.711  -0.196
C2 -0.307 0.586 0.804  0.751
N1 0.553 -0.584 2.631  -0.507
C3 0.074 -0.876 -2.364  0.651
O1 0.512 -0.374 1.223  -0.359
O2 0.615 -0.137 -1.340  -0.494
O3 -0.947 1.301 1.531  -0.600
O4 -0.899 -0.662 -3.020  -0.550
H1 -0.024 0.153 3.052  0.368
H2 1.526 -0.449 2.902  0.352
H3 -1.355 0.274 -1.058  0.238
H4 -0.248 1.709 -1.015  0.221
H5 0.859 -1.602 -2.635  0.124

The calculation puts the HOMO-LUMO gap at 11.02 eV.

Last place for stability: one